Entry one
Computed, not measured: 2 unconnected molecules or ions with the total composition C5H8O3, with ωB97M-V/def2-TZVPD.

```
! wB97M-V def2-TZVPD RIJCOSX def2/J DEFGRID3
* xyz 0 1
C -2.08 0.44 0.27
C -0.81 -0.25 -0.19
C -0.02 -0.90 0.93
C -0.26 0.11 -1.50
O -0.88 -1.12 -1.38
H -1.84 1.29 0.90
H -2.67 0.80 -0.57
H -2.73 -0.23 0.83
H 0.77 -1.51 0.50
H -0.66 -1.56 1.51
H 0.39 -0.12 1.57
H -0.81 0.81 -2.12
H 0.81 0.08 -1.71
O 2.52 0.99 0.05
C 3.57 0.69 0.42
O 4.70 0.48 0.50
*
```

Summary:
SMILES = CC1(C)CO1.O=C=O
Highest occupied orbital energy = -9.96 eV
Frontier orbital gap = 10.24 eV
LUMO = 0.28 eV

---

Entry two
Computed, not measured: C5H8O3 in the gas phase, with ωB97M-V/def2-TZVPD.

```
! wB97M-V def2-TZVPD RIJCOSX def2/J DEFGRID3
* xyz 0 1
C -1.57 0.23 1.00
C -0.45 1.09 0.42
O -0.76 1.42 -0.92
C 0.88 0.41 0.48
C 1.35 -0.60 -0.26
O 2.61 -1.12 0.00
C 0.58 -1.28 -1.35
O 1.04 -2.28 -1.88
H -1.80 -0.62 0.35
H -1.31 -0.16 1.99
H -2.49 0.81 1.08
H -0.39 2.03 0.99
H -1.54 2.01 -0.90
H 1.54 0.79 1.25
H 2.71 -1.87 -0.62
H -0.40 -0.85 -1.63
*
```

Summary:
SMILES = C[C@H](O)/C=C(/O)C=O
Highest occupied orbital energy = -9.31 eV
Frontier orbital gap = 9.43 eV
LUMO = 0.12 eV

---

Entry three
Computed, not measured: C5H8O3 in the gas phase, with ωB97M-V/def2-TZVPD.

```
! wB97M-V def2-TZVPD RIJCOSX def2/J DEFGRID3
* xyz 0 1
C -0.73 -2.04 -0.74
O 0.24 -1.19 -0.15
C 0.86 -0.42 1.02
O 1.06 -1.00 2.05
C 0.45 0.95 0.74
C 1.14 1.61 -0.45
C -1.15 0.60 0.29
O -1.97 0.06 1.00
H -0.46 -2.19 -1.79
H -0.69 -3.02 -0.25
H -1.73 -1.61 -0.67
H 0.52 1.54 1.65
H 0.75 2.63 -0.58
H 2.22 1.63 -0.33
H 0.94 1.08 -1.38
H -1.45 1.39 -0.41
*
```

Summary:
SMILES = COC(=O)[C@@H](C)C=O
Highest occupied orbital energy = -9.91 eV
Frontier orbital gap = 10.44 eV
LUMO = 0.52 eV

---

Entry four
Computed, not measured: a molecular structure, C5H8O3, with ωB97M-V/def2-TZVPD.

```
! wB97M-V def2-TZVPD RIJCOSX def2/J DEFGRID3
* xyz 0 1
C -1.78 -0.13 0.52
C -0.80 0.59 -0.49
C 0.65 0.39 -0.26
C 1.53 1.31 0.01
C 1.17 -0.97 -0.25
H -1.03 -1.94 0.09
H -2.52 0.51 0.17
H -1.55 0.20 1.48
H -1.16 0.24 -1.66
H -1.19 1.47 -0.44
H 1.05 2.54 -0.15
H 2.53 1.13 0.04
H 2.46 -0.52 1.01
O -2.18 -1.36 0.13
O 2.25 -1.44 0.49
O 0.57 -2.04 -0.68
*
```

Summary:
Highest occupied orbital energy = -9.71 eV
Frontier orbital gap = 9.16 eV
LUMO = -0.55 eV

---

Most stable structure - entry one; separation to the second - 50.8 kJ/mol.

---

Entry one
Computed, not measured: C3H5FN2 in the gas phase, with ωB97M-V/def2-TZVPD.

```
! wB97M-V def2-TZVPD RIJCOSX def2/J DEFGRID3
* xyz 0 1
C -0.46 0.36 -1.44
C 0.63 0.47 -0.68
F 1.81 0.72 -1.29
C 0.82 0.50 0.80
N 0.16 -0.22 1.64
N -0.60 -1.24 1.18
H -1.44 0.32 -1.01
H -0.30 0.55 -2.50
H 1.63 1.10 1.21
H -1.32 -1.48 1.85
H -0.93 -1.09 0.24
*
```

Summary:
SMILES = C=C(F)/C=N\N
Highest occupied orbital energy = -8.97 eV
Frontier orbital gap = 9.60 eV
LUMO = 0.63 eV

---

Entry two
Computed, not measured: C3H5FN2 in the gas phase, with ωB97M-V/def2-TZVPD.

```
! wB97M-V def2-TZVPD RIJCOSX def2/J DEFGRID3
* xyz 0 1
H 0.47 1.64 1.52
N 0.68 0.64 1.73
C 0.28 -0.06 0.75
N 0.28 -1.49 0.83
C -0.23 0.60 -0.50
C -0.29 0.23 -1.78
F -0.57 1.89 -0.19
H 0.30 -1.71 1.78
H -0.46 -1.98 0.35
H 0.16 -0.74 -1.97
H -0.60 0.99 -2.52
*
```

Summary:
SMILES = [H]/N=C(/N)C(=C)F
Highest occupied orbital energy = -9.71 eV
Frontier orbital gap = 10.45 eV
LUMO = 0.75 eV

---

Entry three
Computed, not measured: C3H5FN2 in the gas phase, with ωB97M-V/def2-TZVPD.

```
! wB97M-V def2-TZVPD RIJCOSX def2/J DEFGRID3
* xyz 0 1
H 0.57 -0.31 2.77
N 0.73 -0.12 1.77
C -0.40 -0.62 1.25
N -0.79 -0.70 -0.19
C 0.09 -0.02 -1.12
C 0.83 0.99 -1.03
F 0.66 1.84 -2.14
H -1.24 -1.28 1.63
H -1.22 -1.51 -0.59
H -0.51 0.31 -2.12
H 1.29 1.42 -0.22
*
```

Summary:
SMILES = [H]/N=C/N/C=C/F
Highest occupied orbital energy = -9.07 eV
Frontier orbital gap = 9.77 eV
LUMO = 0.70 eV

---

Most stable structure - entry two; separation to the second - 113.0 kJ/mol.

---

Entry one
Computed, not measured: 2 unconnected molecules or ions with the total composition CH5N2P, with ωB97M-V/def2-TZVPD.

```
! wB97M-V def2-TZVPD RIJCOSX def2/J DEFGRID3
* xyz 0 1
C -1.16 0.11 -0.97
N 0.10 -0.21 -0.62
N 1.12 -0.55 2.33
P 0.29 0.63 1.71
H -1.17 -0.17 -2.12
H -1.41 1.16 -0.87
H -1.92 -0.49 -0.37
H 1.48 -1.26 1.72
H 0.65 -0.85 3.22
*
```

Summary:
Highest occupied orbital energy (spin up / spin down) = -7.02 / -6.85 eV
Frontier orbital gap (spin up / spin down) = 6.23 / 5.66 eV
LUMO (spin up / spin down) = -0.79 / -1.20 eV

---

Entry two
Computed, not measured: CH5N2P in the gas phase, with ωB97M-V/def2-TZVPD.

```
! wB97M-V def2-TZVPD RIJCOSX def2/J DEFGRID3
* xyz 0 1
H 0.65 2.42 -2.26
N 0.69 1.59 -1.67
P 0.18 1.38 -0.23
N 0.02 -0.25 -0.18
C -0.28 -0.94 1.02
H -0.15 -0.84 -1.04
H -0.03 -0.28 1.90
H -1.40 -1.36 1.07
H 0.33 -1.73 1.38
*
```

Summary:
SMILES = [H]/N=P/NC
Highest occupied orbital energy = -8.94 eV
Frontier orbital gap = 9.65 eV
LUMO = 0.71 eV

---

Most stable structure - entry two; separation to the second - 505.5 kJ/mol.

---

Entry one
Computed, not measured: a molecular structure, C4H12OS, with ωB97M-V/def2-TZVPD.

```
! wB97M-V def2-TZVPD RIJCOSX def2/J DEFGRID3
* xyz 0 1
C 0.69 0.16 -1.43
C 0.60 1.45 -0.62
C -0.37 1.22 0.50
S 0.53 0.45 1.83
C -0.29 -1.11 1.84
H 0.04 -0.72 -0.96
H 0.17 0.29 -2.40
H 1.73 -0.09 -1.69
H 0.22 2.27 -1.20
H 1.56 1.77 -0.29
H -1.17 0.57 0.31
H -0.91 2.10 0.79
H 0.37 -1.97 2.05
H -1.12 -1.21 2.55
H -0.77 -1.35 0.85
H 1.06 -0.46 -0.20
H -1.14 -2.11 -1.18
O -1.19 -1.26 -0.74
*
```

Summary:
Highest occupied orbital energy = -8.64 eV
Frontier orbital gap = 8.72 eV
LUMO = 0.08 eV

---

Entry two
Computed, not measured: 2 unconnected molecules or ions with the total composition C4H12OS, with ωB97M-V/def2-TZVPD.

```
! wB97M-V def2-TZVPD RIJCOSX def2/J DEFGRID3
* xyz 0 1
C -0.75 2.41 -1.76
C 0.43 1.74 -1.14
C 0.21 1.02 0.17
C 1.41 0.07 0.58
S 1.03 -0.84 2.17
H -0.59 2.55 -2.94
H -1.61 1.70 -1.91
H -1.16 3.43 -1.35
H 1.25 2.44 -1.01
H 0.78 0.91 -1.75
H -0.82 0.53 0.27
H 0.22 1.73 1.06
H 2.33 0.63 0.89
H 1.59 -0.71 -0.20
H 0.49 0.24 2.80
O -2.76 -3.19 -1.82
H -2.29 -2.42 -2.13
H -2.37 -3.50 -1.06
*
```

Summary:
SMILES = CCCCS.O
Highest occupied orbital energy = -9.11 eV
Frontier orbital gap = 9.68 eV
LUMO = 0.57 eV

---

Most stable structure - entry two; separation to the second - 419.3 kJ/mol.

---

Entry one
Computed, not measured: 2 unconnected molecules or ions with the total composition CH5N2S, with ωB97M-V/def2-TZVPD.

```
! wB97M-V def2-TZVPD RIJCOSX def2/J DEFGRID3
* xyz -1 1
S -1.49 1.43 -0.46
H -2.57 0.64 -0.34
N 0.22 -0.66 1.05
C 1.18 -1.33 0.37
N 1.94 -0.87 -0.57
H -0.42 0.06 0.60
H 0.36 -0.34 2.01
H 1.33 -2.41 0.52
H 1.84 -1.48 -1.39
*
```

Summary:
Highest occupied orbital energy = -2.93 eV
Frontier orbital gap = 7.16 eV
LUMO = 4.23 eV

---

Entry two
Computed, not measured: 2 unconnected molecules or ions with the total composition CH5N2S, with ωB97M-V/def2-TZVPD.

```
! wB97M-V def2-TZVPD RIJCOSX def2/J DEFGRID3
* xyz -1 1
S -2.40 1.27 0.31
H -2.59 1.94 1.44
N -0.08 -1.01 0.13
C 0.90 -0.20 -0.27
N 2.14 -0.50 -0.40
H -0.10 -2.01 -0.05
H -1.02 -0.61 0.01
H 0.50 0.82 -0.38
H 2.64 0.29 -0.80
*
```

Summary:
Highest occupied orbital energy = -2.99 eV
Frontier orbital gap = 7.40 eV
LUMO = 4.41 eV

---

Most stable structure - entry two; separation to the second - 152.1 kJ/mol.

---

Entry one
Computed, not measured: 2 unconnected molecules or ions with the total composition C4H11N4, with ωB97M-V/def2-TZVPD.

```
! wB97M-V def2-TZVPD RIJCOSX def2/J DEFGRID3
* xyz 1 1
C 0.06 0.97 -2.08
C -1.64 -0.29 -0.79
C 1.82 0.38 1.94
C -0.62 0.94 -0.73
N -0.21 -2.39 1.63
N 0.33 0.85 0.25
N 0.26 -1.85 0.72
N 0.81 0.06 1.03
H 0.14 -0.05 -2.19
H -0.54 1.46 -2.82
H 0.91 1.56 -2.08
H -2.18 -0.24 0.08
H -1.05 -1.14 -1.01
H -2.36 -0.09 -1.56
H 2.75 0.54 1.39
H 1.91 -0.55 2.53
H 1.57 1.27 2.58
H -1.28 1.84 -0.57
H -0.68 -3.28 1.67
*
```

Summary:
Highest occupied orbital energy (spin up / spin down) = -13.14 / -12.96 eV
Frontier orbital gap (spin up / spin down) = 8.05 / 7.61 eV
LUMO (spin up / spin down) = -5.09 / -5.35 eV

---

Entry two
Computed, not measured: 2 unconnected molecules or ions with the total composition C4H11N4, with ωB97M-V/def2-TZVPD.

```
! wB97M-V def2-TZVPD RIJCOSX def2/J DEFGRID3
* xyz 1 1
C 0.47 1.66 -0.03
C 2.24 -0.51 -0.03
C -0.56 0.58 -0.08
C 3.66 -0.63 0.06
N 1.12 -0.81 -0.10
N -0.13 -0.68 -0.13
N -1.84 0.81 -0.05
N -3.48 -1.28 0.04
H 1.07 1.57 0.88
H -0.01 2.64 -0.02
H 1.13 1.62 -0.89
H 4.13 0.33 -0.13
H 4.03 -1.35 -0.67
H 3.94 -0.96 1.07
H -2.54 -0.02 -0.03
H -2.18 1.76 -0.04
H -2.91 -2.10 -0.14
H -4.22 -1.25 -0.66
H -3.92 -1.39 0.95
*
```

Summary:
Highest occupied orbital energy = -13.16 eV
Frontier orbital gap = 9.96 eV
LUMO = -3.20 eV

---

Entry three
Computed, not measured: a molecular structure, C4H11N4, with ωB97M-V/def2-TZVPD.

```
! wB97M-V def2-TZVPD RIJCOSX def2/J DEFGRID3
* xyz 1 1
C 0.38 1.52 -0.17
C 0.25 -0.38 0.38
C 0.01 -1.86 0.46
C 2.74 0.32 -0.28
N 1.30 0.29 -0.08
N -0.67 0.59 0.33
N -2.80 -0.01 -0.69
N -2.03 0.53 0.38
H 0.55 2.40 0.52
H 0.23 1.97 -1.08
H -0.18 -2.39 -0.58
H -0.91 -1.95 1.03
H 1.03 -2.25 0.73
H 2.92 0.80 -1.25
H 3.30 0.70 0.59
H 3.08 -0.66 -0.35
H -3.71 0.44 -0.94
H -3.17 -0.86 -0.30
H -2.32 0.80 1.30
*
```

Summary:
Highest occupied orbital energy = -13.77 eV
Frontier orbital gap = 10.41 eV
LUMO = -3.36 eV

---

Most stable structure - entry two; separation to the second - 248.6 kJ/mol.

---

Entry one
Computed, not measured: a molecular structure, H26KrO13, with ωB97M-V/def2-TZVPD.

```
! wB97M-V def2-TZVPD RIJCOSX def2/J DEFGRID3
* xyz 0 1
Kr 0.03 -0.07 -0.14
O 0.32 -0.77 3.46
H 0.17 -0.30 4.29
H 1.26 -0.89 3.42
O 1.00 1.32 -3.07
H 0.66 2.21 -3.07
H 0.41 0.84 -3.66
O -2.03 1.82 1.89
H -2.29 1.45 2.73
H -2.80 2.29 1.58
O 1.21 3.56 -0.03
H 1.91 3.17 -0.55
H 1.48 4.47 0.09
O 0.96 2.17 3.02
H 0.48 2.47 3.78
H 0.56 1.33 2.80
O -2.18 -2.07 2.23
H -1.33 -1.64 2.33
H -1.98 -3.00 2.17
O -3.22 -0.02 0.01
H -3.05 -0.96 0.11
H -2.89 0.37 0.82
O -0.86 -2.99 -2.50
H -0.86 -3.62 -3.21
H -0.62 -2.15 -2.90
O 1.57 -3.36 -1.31
H 2.26 -3.73 -1.85
H 0.83 -3.24 -1.91
O -1.11 3.89 -1.38
H -1.85 3.28 -1.28
H -0.41 3.52 -0.85
O 3.17 2.14 -1.27
H 3.73 2.61 -1.89
H 2.46 1.78 -1.80
O -2.57 -4.05 -0.47
H -1.77 -3.59 -0.70
H -3.10 -4.03 -1.27
O 3.49 -1.67 0.42
H 4.07 -0.91 0.28
H 2.88 -1.64 -0.31
*
```

Summary:
Highest occupied orbital energy = -10.51 eV
Frontier orbital gap = 10.22 eV
LUMO = -0.29 eV

---

Entry two
Computed, not measured: a molecular structure, H26KrO13, with ωB97M-V/def2-TZVPD.

```
! wB97M-V def2-TZVPD RIJCOSX def2/J DEFGRID3
* xyz 0 1
Kr -20.72 9.75 14.30
O -22.52 7.04 11.78
H -22.75 6.13 11.57
H -22.27 7.02 12.70
O -24.82 9.44 14.96
H -24.24 9.95 14.40
H -25.46 10.07 15.29
O -22.29 9.95 10.82
H -21.37 10.02 10.60
H -22.60 9.18 10.34
O -21.29 6.27 14.13
H -21.63 5.50 14.58
H -20.58 6.59 14.70
O -18.07 10.95 11.59
H -18.09 11.62 10.91
H -18.57 10.22 11.22
O -17.31 8.93 16.57
H -17.96 9.57 16.85
H -17.19 9.10 15.63
O -22.48 12.88 15.03
H -23.14 13.02 15.71
H -22.78 12.12 14.54
O -19.63 6.98 16.12
H -18.86 7.53 16.27
H -19.37 6.11 16.44
O -20.27 13.10 16.77
H -21.02 12.85 16.23
H -19.69 13.58 16.18
O -17.00 9.28 13.85
H -17.37 9.93 13.25
H -17.23 8.44 13.46
O -19.19 10.62 17.46
H -19.64 11.31 16.98
H -18.46 11.07 17.90
O -23.53 11.26 13.06
H -24.47 11.41 12.93
H -23.20 11.05 12.19
O -21.49 8.40 18.02
H -20.91 9.13 18.23
H -21.02 7.91 17.34
*
```

Summary:
Highest occupied orbital energy = -10.32 eV
Frontier orbital gap = 10.15 eV
LUMO = -0.17 eV

---

Most stable structure - entry two; separation to the second - 97.9 kJ/mol.

---

Entry one
Computed, not measured: C3H4FNO in the gas phase, with ωB97M-V/def2-TZVPD.

```
! wB97M-V def2-TZVPD RIJCOSX def2/J DEFGRID3
* xyz 0 1
C -1.32 -0.33 -0.83
C -1.39 -0.52 0.45
C 0.66 -0.09 -0.02
N 1.43 0.93 -0.09
O -0.16 -0.21 1.10
F 1.37 -1.29 -0.23
H -2.05 -0.49 -1.61
H -2.21 -0.59 1.03
H 2.44 0.78 -0.10
H 1.23 1.82 0.30
*
```

Summary:
Highest occupied orbital energy = -8.69 eV
Frontier orbital gap = 9.48 eV
LUMO = 0.79 eV

---

Entry two
Computed, not measured: C3H4FNO in the gas phase, with ωB97M-V/def2-TZVPD.

```
! wB97M-V def2-TZVPD RIJCOSX def2/J DEFGRID3
* xyz 0 1
N 1.07 -0.05 1.64
C 0.59 0.27 0.27
C -0.61 0.02 -0.22
F -1.40 -0.70 0.58
C -1.00 -0.02 -1.59
O -0.32 0.08 -2.66
H 1.92 0.55 1.89
H 0.45 -0.49 2.30
H 1.34 0.87 -0.44
H -2.04 -0.53 -1.77
*
```

Summary:
SMILES = N/C=C(\F)C=O
Highest occupied orbital energy = -9.12 eV
Frontier orbital gap = 9.23 eV
LUMO = 0.12 eV

---

Entry three
Computed, not measured: C3H4FNO in the gas phase, with ωB97M-V/def2-TZVPD.

```
! wB97M-V def2-TZVPD RIJCOSX def2/J DEFGRID3
* xyz 0 1
C -0.15 -1.12 0.00
C 0.27 0.28 -0.06
C -0.85 1.27 0.03
O -1.97 0.92 -0.03
N 1.51 0.81 -0.19
F 2.50 -0.13 -0.27
H -1.14 -1.19 0.54
H 0.47 -1.71 0.57
H -0.22 -1.47 -0.99
H -0.42 2.34 0.39
*
```

Summary:
SMILES = C/C(C=O)=N\F
Highest occupied orbital energy = -10.70 eV
Frontier orbital gap = 10.27 eV
LUMO = -0.43 eV

---

Entry four
Computed, not measured: C3H4FNO in the gas phase, with ωB97M-V/def2-TZVPD.

```
! wB97M-V def2-TZVPD RIJCOSX def2/J DEFGRID3
* xyz 0 1
O 0.86 -1.76 -0.19
C 1.52 -0.78 0.12
N 0.88 0.37 -0.08
C -0.40 0.61 -0.14
C -1.66 -0.01 0.05
F -1.96 -1.37 0.02
H 2.59 -0.70 0.31
H 1.32 1.43 0.25
H -0.65 1.61 -0.28
H -2.51 0.60 -0.06
*
```

Summary:
SMILES = O=CN/C=C\F
Highest occupied orbital energy = -8.60 eV
Frontier orbital gap = 8.88 eV
LUMO = 0.28 eV

---

Most stable structure - entry two; separation to the second - 62.0 kJ/mol.